Below is 8 unconnected molecules or ions with the total composition C38H71F3N7O6P2 in a non-equilibrium geometry, with properties calculated with wB97M-V/def2-TZVPD.

2S+1: 1
Charge: +1

Last column: Löwdin charge in e.
Element x y z (Å)
C 6.098 3.770 0.981  -0.097
C 6.242 2.698 -0.093  -0.229
C 4.928 2.003 -0.501  -0.217
C 3.759 2.982 -0.619  -0.413
C 4.061 4.024 -1.731  -0.060
P 2.171 2.175 -0.968  0.975
C 1.859 1.969 -2.747  -0.216
O 3.094 1.616 -3.349  -0.009
C 3.227 1.997 -4.653  -0.760
F 3.060 3.309 -4.795  0.181
F 4.429 1.674 -5.033  0.228
F 2.334 1.398 -5.421  0.207
O 0.947 2.827 -0.252  -0.250
C 0.787 4.288 -0.342  -0.115
C 0.305 4.864 0.995  -0.392
C 1.291 5.861 1.610  -0.046
O -1.001 5.380 0.835  -0.046
P 2.215 0.105 -0.223  0.349
O 3.247 -0.646 -0.918  -0.225
O 2.247 0.127 1.354  -0.095
O 0.776 -0.423 -0.594  -0.117
H 5.575 4.646 0.603  0.060
H 7.073 4.104 1.322  0.082
H 5.543 3.387 1.837  0.079
H 6.865 1.911 0.330  0.114
H 6.778 3.071 -0.962  0.114
H 4.748 1.217 0.231  0.092
H 5.067 1.531 -1.469  0.117
H 3.593 3.548 0.300  0.114
H 4.635 3.549 -2.520  0.087
H 4.667 4.832 -1.336  0.088
H 3.170 4.427 -2.204  0.074
H 1.157 1.137 -2.833  0.112
H 1.374 2.852 -3.166  0.103
H 0.042 4.513 -1.099  0.108
H 1.718 4.768 -0.630  0.097
H 0.215 4.024 1.687  0.140
H 0.734 6.617 2.151  0.033
H 1.905 5.362 2.358  0.074
H 1.924 6.348 0.874  0.083
H -0.958 6.348 0.770  0.023
H 2.807 0.812 1.746  0.100
H 0.207 -0.476 0.193  0.099
C -0.882 -5.065 -0.066  -0.136
C -0.258 -3.691 0.142  -0.274
C 0.605 -3.601 1.408  -0.179
C -0.186 -3.870 2.608  -0.234
N -0.818 -4.062 3.552  0.149
H -1.557 -5.324 0.750  0.067
H -1.460 -5.081 -0.990  0.005
H -0.115 -5.839 -0.133  0.094
H -1.055 -2.944 0.197  0.079
H 0.361 -3.436 -0.719  0.107
H 1.020 -2.596 1.499  0.091
H 1.433 -4.310 1.370  0.125
C -2.270 0.073 -1.900  -0.108
C -2.951 1.208 -1.142  -0.245
C -3.303 2.407 -2.032  -0.172
C -2.114 2.999 -2.635  -0.200
N -1.176 3.483 -3.099  0.167
H -1.314 0.391 -2.322  0.054
H -2.073 -0.770 -1.241  0.041
H -2.897 -0.287 -2.716  0.086
H -2.308 1.543 -0.325  0.104
H -3.873 0.842 -0.690  0.113
H -3.802 3.185 -1.453  0.124
H -3.976 2.102 -2.834  0.128
C -3.484 -6.715 -0.647  -0.119
C -4.065 -5.606 0.222  -0.236
C -4.334 -4.331 -0.586  -0.149
C -3.102 -3.804 -1.169  -0.193
N -2.129 -3.386 -1.629  0.161
H -2.526 -6.422 -1.064  0.012
H -3.323 -7.619 -0.065  0.062
H -4.157 -6.963 -1.468  0.085
H -3.385 -5.379 1.046  0.093
H -5.003 -5.939 0.670  0.116
H -4.770 -3.551 0.040  0.122
H -5.034 -4.540 -1.396  0.128
C 2.762 6.379 5.933  -0.106
C 3.593 7.652 5.820  -0.256
C 2.754 8.878 5.442  -0.183
C 2.103 8.704 4.145  -0.206
N 1.588 8.565 3.123  0.166
H 2.299 6.122 4.979  0.055
H 3.388 5.538 6.234  0.073
H 1.970 6.489 6.675  0.080
H 4.381 7.512 5.078  0.111
H 4.085 7.851 6.772  0.110
H 3.378 9.770 5.389  0.121
H 1.980 9.057 6.190  0.123
C 0.753 -8.486 -5.206  -0.107
C 0.234 -7.085 -4.905  -0.256
C 0.190 -6.773 -3.404  -0.185
C -0.694 -7.693 -2.694  -0.214
N -1.417 -8.411 -2.156  0.191
H 0.101 -9.250 -4.780  0.072
H 0.797 -8.655 -6.281  0.074
H 1.756 -8.629 -4.801  0.077
H -0.766 -6.966 -5.326  0.114
H 0.874 -6.345 -5.390  0.108
H -0.172 -5.758 -3.231  0.111
H 1.187 -6.853 -2.968  0.123
C -2.881 8.662 3.949  -0.105
C -3.713 9.214 2.797  -0.251
C -3.568 8.388 1.512  -0.174
C -2.183 8.366 1.053  -0.205
N -1.080 8.385 0.715  0.176
H -1.815 8.686 3.716  0.062
H -3.035 9.256 4.849  0.074
H -3.158 7.630 4.175  0.078
H -3.421 10.246 2.596  0.114
H -4.766 9.229 3.077  0.110
H -4.184 8.800 0.713  0.123
H -3.884 7.356 1.681  0.124
C -4.187 -12.860 0.570  -0.110
C -2.983 -12.045 0.113  -0.259
C -3.231 -10.533 0.158  -0.208
C -4.332 -10.143 -0.717  -0.260
N -5.200 -9.849 -1.416  0.152
H -5.047 -12.696 -0.081  0.071
H -3.959 -13.925 0.552  0.072
H -4.478 -12.596 1.589  0.076
H -2.711 -12.333 -0.904  0.113
H -2.126 -12.272 0.749  0.107
H -2.344 -9.986 -0.164  0.086
H -3.473 -10.218 1.176  0.120

---

Below is 5 unconnected molecules or ions with the total composition C38H71N5O4S3 in a non-equilibrium geometry, with properties calculated with wB97M-V/def2-TZVPD.

Structure (SMILES): CCCCCCCCCCCC[C@]1(CCCSC(=S)N(CC)CC)COS(=O)(=O)O1.CCCC#N.CCCC#N.CCCC#N.CCCC#N
2S+1: 1
Charge: 0

Last column: Löwdin charge in e.
Element x y z (Å)
C 10.801 -2.353 3.377  -0.148
C 9.391 -1.993 2.622  -0.266
C 9.690 -1.168 1.233  -0.222
C 8.362 -0.222 0.981  -0.239
C 8.233 0.308 -0.555  -0.218
C 7.735 1.861 -0.562  -0.225
C 6.185 2.049 -0.115  -0.216
C 5.896 3.417 0.740  -0.199
C 4.719 3.181 1.850  -0.201
C 3.386 4.078 1.555  -0.207
C 2.220 3.255 0.781  -0.199
C 0.759 3.879 1.173  -0.117
C -0.436 2.783 0.932  -0.392
C -0.595 2.096 2.394  -0.102
C -1.479 0.723 2.281  -0.261
C -1.857 0.052 3.708  -0.458
S -2.651 -1.668 3.536  0.750
C -2.423 -2.252 1.746  -0.932
S -3.527 -1.553 0.628  0.586
N -1.341 -3.222 1.341  -0.197
C -1.438 -3.544 -0.123  -0.298
C -0.332 -4.646 -0.635  -0.103
C 0.034 -2.677 1.707  -0.234
C 0.966 -3.800 2.467  -0.102
C -0.296 1.857 -0.390  -0.116
O -0.788 2.487 -1.652  -0.213
S -1.847 3.667 -1.004  0.846
O -1.295 4.951 -1.635  -0.318
O -3.316 3.409 -1.327  -0.302
O -1.683 3.551 0.706  -0.227
H 11.617 -1.560 3.173  0.067
H 10.601 -2.468 4.529  0.077
H 11.186 -3.372 2.960  0.074
H 8.775 -2.936 2.350  0.109
H 8.792 -1.260 3.310  0.105
H 10.622 -0.502 1.396  0.106
H 9.816 -1.889 0.332  0.114
H 7.445 -0.926 1.191  0.110
H 8.317 0.625 1.767  0.112
H 9.302 0.242 -1.021  0.109
H 7.515 -0.411 -1.131  0.119
H 8.394 2.527 0.145  0.112
H 7.847 2.238 -1.663  0.109
H 5.846 1.113 0.485  0.100
H 5.519 2.119 -1.070  0.113
H 5.622 4.288 0.031  0.107
H 6.863 3.685 1.347  0.107
H 4.426 2.056 1.876  0.100
H 5.132 3.555 2.885  0.113
H 3.647 4.998 0.877  0.118
H 2.916 4.475 2.546  0.107
H 2.274 2.093 0.931  0.113
H 2.332 3.412 -0.380  0.127
H 0.484 4.800 0.513  0.131
H 0.739 4.149 2.300  0.119
H -1.107 2.755 3.194  0.132
H 0.479 1.799 2.762  0.142
H -2.453 0.987 1.704  0.095
H -0.857 0.010 1.583  0.086
H -2.678 0.720 4.215  0.011
H -0.926 -0.100 4.396  0.089
H -2.480 -3.994 -0.423  0.101
H -1.207 -2.569 -0.742  0.107
H -0.895 -5.451 -1.276  0.038
H 0.416 -4.136 -1.379  0.087
H 0.187 -5.219 0.224  0.064
H -0.021 -1.775 2.447  0.091
H 0.505 -2.304 0.705  0.129
H 1.664 -3.194 3.191  0.080
H 1.655 -4.265 1.664  0.063
H 0.353 -4.560 3.085  0.088
H 0.747 1.471 -0.719  0.145
H -0.918 0.858 -0.408  0.143
C -2.993 -9.410 -3.231  -0.111
C -2.808 -9.033 -1.765  -0.271
C -3.606 -7.790 -1.365  -0.181
C -3.155 -6.604 -2.188  -0.181
N -2.788 -5.640 -2.857  0.133
H -2.631 -8.623 -3.899  0.070
H -2.429 -10.318 -3.465  0.074
H -4.048 -9.597 -3.458  0.078
H -1.741 -8.868 -1.573  0.110
H -3.120 -9.875 -1.139  0.110
H -3.451 -7.570 -0.304  0.115
H -4.676 -7.953 -1.525  0.110
C -2.619 8.349 -3.909  -0.111
C -1.287 8.373 -3.167  -0.274
C -0.994 9.726 -2.513  -0.195
C -0.931 10.804 -3.572  -0.187
N -0.880 11.681 -4.433  0.108
H -2.633 9.064 -4.737  0.069
H -2.799 7.358 -4.333  0.074
H -3.449 8.587 -3.234  0.077
H -0.485 8.119 -3.869  0.114
H -1.297 7.598 -2.394  0.092
H -0.037 9.688 -1.984  0.111
H -1.773 9.980 -1.788  0.115
C -6.661 3.546 2.566  -0.109
C -5.418 4.428 2.500  -0.260
C -4.120 3.623 2.421  -0.186
C -3.981 2.753 3.650  -0.135
N -3.868 2.047 4.651  0.136
H -6.667 2.924 3.466  0.071
H -7.564 4.163 2.592  0.074
H -6.722 2.889 1.692  0.081
H -5.398 5.079 3.382  0.113
H -5.489 5.078 1.622  0.113
H -3.261 4.298 2.362  0.106
H -4.114 2.989 1.529  0.108
C -6.905 -5.396 -2.947  -0.113
C -7.351 -5.425 -4.405  -0.271
C -8.556 -6.337 -4.641  -0.194
C -8.207 -7.757 -4.255  -0.185
N -7.923 -8.911 -3.941  0.106
H -6.577 -6.382 -2.606  0.054
H -6.062 -4.712 -2.820  0.071
H -7.718 -5.060 -2.295  0.079
H -6.510 -5.752 -5.026  0.113
H -7.605 -4.407 -4.719  0.110
H -8.845 -6.313 -5.696  0.113
H -9.413 -6.003 -4.047  0.116

---

Values for orbital gap, eV, ordered as above
9.66; 7.72
Values for LUMO, eV, ordered as above
-2.64; -0.42